Record 1
A 4-piece molecular cluster, C4H17N2O4 overall at a distorted geometry. Source: OMol25; level of theory: ωB97M-V with the def2-TZVPD basis set.

The geometry in XYZ format:
```
27
Properties=species:S:1:pos:R:3:forces:R:3:lowdin_charge:R:1
C 0.603378 -0.165011 0.429802 0.176 -0.928 0.197 -0.228
C 0.391339 -1.024804 1.669293 0.379 3.855 1.946 -0.171
C -0.534219 -0.018012 2.708330 3.029 1.555 -5.262 -0.348
O -1.553639 0.303229 1.895748 -1.884 -0.575 0.701 -0.332
N 1.326635 -0.990310 -0.604322 1.226 -2.660 0.190 -0.129
C 1.936253 -0.326432 -1.712402 -1.807 3.065 0.368 -0.328
N 0.839332 0.274891 -2.509702 3.341 0.363 -1.224 0.030
H -0.493162 0.103378 0.170844 2.055 -0.133 -0.209 0.129
H 1.198173 0.747858 0.742975 -0.590 -0.679 -0.593 0.124
H -0.113733 -1.892358 1.499333 -2.192 -2.176 -0.831 0.046
H 1.303574 -1.403110 2.064586 1.391 0.202 0.692 0.067
H -0.722282 -0.549734 3.567975 -0.650 -1.094 2.422 0.039
H 0.144764 0.958788 2.881674 -0.772 -1.811 0.349 0.114
H 2.061117 -1.738320 -0.357287 -1.932 1.660 0.929 0.141
H 2.541365 0.527097 -1.299922 0.025 -0.492 -0.641 0.104
H 2.517246 -0.930030 -2.393136 0.294 -0.520 0.272 0.099
H 0.092876 0.455017 -1.931636 -1.989 0.898 1.631 -0.005
H 0.557836 -0.430050 -3.125562 -0.743 -1.154 -1.172 0.027
H -1.249088 2.933171 1.553188 0.653 0.076 0.463 -0.004
H -2.034095 1.503034 1.431614 1.259 1.100 0.475 0.012
O -2.010884 2.562946 1.132530 -1.308 -0.707 -0.947 -0.185
H -1.504988 -3.283942 -1.266726 0.703 0.331 0.160 0.039
H -0.197033 -2.464461 -1.020306 0.688 1.991 0.504 -0.045
O -0.533887 -3.307949 -1.242770 -1.225 -2.258 -0.687 -0.071
H -1.556170 2.589989 -0.560059 -0.370 0.410 -1.427 0.022
H -1.775640 2.727401 -2.222463 -2.374 -0.691 -1.816 -0.045
O -1.235065 2.837724 -1.501598 2.618 0.372 3.508 -0.104
```
Forces are in eV/Å.

HOMO-LUMO gap: 7.5 eV
E_tot: -573.02537 hartree
LUMO energy: 3.60 eV
ΔE to the lowest compared entry with this formula, charge and spin: 62.93 kcal per mole
HOMO level: -3.94 eV
molecular weight: 157.19 g mol⁻¹
total charge: -1
2S+1: 1

---

Record 2
C60H53F10N4OP2SiTi as an isolated structure. Source: OMol25; level of theory: ωB97M-V with the def2-TZVPD basis set.

The geometry in XYZ format:
```
132
Properties=species:S:1:pos:R:3:forces:R:3:lowdin_charge:R:1
Ti 0.229872 -0.448691 0.759982 -0.294 -0.240 0.703 0.573
C -0.288529 -3.452301 -0.625067 0.019 0.043 -0.009 -0.076
N -0.089137 -2.817156 0.682869 -0.096 -0.096 0.029 -0.248
C -1.292669 -3.089865 1.501334 0.044 0.105 0.044 -0.173
C -1.496474 -2.130852 2.665443 -0.042 0.117 -0.115 -0.233
N -1.348566 -0.760975 2.181551 0.134 0.141 0.094 -0.083
C -1.982641 0.189818 2.931188 -0.127 -0.091 -0.158 -0.215
C -2.162108 0.185844 4.326059 0.148 0.035 0.210 -0.148
F -1.554555 -0.752323 5.092643 -0.052 0.007 -0.145 0.072
C -2.872756 1.159497 5.011741 0.045 -0.022 0.117 -0.150
F -2.960608 1.095067 6.353354 0.004 0.006 -0.136 0.096
C -3.461789 2.209506 4.341285 -0.030 0.013 -0.070 -0.162
F -4.147820 3.160184 5.002419 0.032 -0.050 -0.039 0.091
C -3.322017 2.257210 2.963355 -0.098 0.069 -0.052 -0.168
F -3.936912 3.227319 2.267213 0.102 -0.134 0.110 0.108
C -2.594870 1.292650 2.300344 -0.215 0.026 -0.274 -0.166
F -2.562961 1.379014 0.956906 -0.001 -0.043 0.388 0.037
C 1.130871 -3.385968 1.279654 -0.016 0.168 0.039 -0.186
C 1.725629 -2.542690 2.398881 -0.053 0.224 -0.072 -0.218
N 1.951714 -1.171049 1.919869 0.451 -0.117 -0.015 -0.053
C 3.166957 -0.659649 2.255406 -0.126 -0.200 0.070 -0.219
C 3.881939 -0.928349 3.448791 0.029 -0.007 0.131 -0.151
F 3.277612 -1.579338 4.473241 -0.025 -0.027 -0.211 0.072
C 5.158805 -0.462762 3.706798 0.022 -0.116 0.053 -0.161
F 5.745503 -0.748952 4.885128 -0.082 0.048 -0.128 0.095
C 5.818766 0.338151 2.798911 0.015 0.024 -0.073 -0.166
F 7.057937 0.806539 3.048303 -0.064 -0.017 -0.012 0.087
C 5.142418 0.683991 1.642538 0.048 -0.029 -0.050 -0.172
F 5.739927 1.477706 0.734271 -0.046 -0.034 0.084 0.099
C 3.868804 0.217662 1.403983 -0.018 0.075 -0.406 -0.178
F 3.288169 0.610924 0.240255 0.217 -0.193 0.413 0.076
H -0.389974 -4.543333 -0.517768 -0.011 -0.015 -0.006 0.097
H -1.192569 -3.066706 -1.086927 -0.079 0.057 -0.042 0.057
H 0.549844 -3.224955 -1.278183 0.015 0.009 0.018 0.065
H -1.266130 -4.127716 1.868739 -0.004 -0.011 -0.031 0.124
H -2.155051 -2.995449 0.840674 -0.004 0.051 -0.045 0.100
H -0.837988 -2.380995 3.499545 0.049 -0.010 0.020 0.087
H -2.520667 -2.300425 3.032729 0.034 -0.023 0.013 0.123
H 0.931704 -4.409785 1.636023 0.002 -0.003 0.003 0.124
H 1.873160 -3.440412 0.481676 -0.016 0.003 -0.009 0.100
H 1.097125 -2.581988 3.291197 0.000 0.012 0.042 0.096
H 2.663869 -3.035354 2.672125 0.090 0.003 0.037 0.114
C -1.616617 2.159488 -1.848746 -0.048 -0.095 0.134 -0.210
Si -0.297133 0.766449 -1.482666 -0.284 0.244 -0.587 0.582
C -0.740736 -0.278974 -3.074999 0.339 0.222 -0.132 -0.283
C -0.014214 -0.297487 -4.271052 0.071 -0.133 0.035 -0.110
C -0.385460 -1.063991 -5.367814 -0.054 -0.008 0.066 -0.100
C -1.544578 -1.824161 -5.316239 0.014 0.024 0.028 -0.100
C -2.324679 -1.776772 -4.169657 -0.052 0.015 -0.111 -0.133
C -1.938529 -1.025632 -3.059990 -0.110 0.001 0.041 -0.400
P -2.984372 -0.747772 -1.580199 -0.098 -0.102 -0.002 1.103
C -4.298742 0.373122 -2.253959 -0.057 -0.180 0.025 -0.347
C -4.501511 0.629923 -3.606755 -0.073 -0.047 -0.078 -0.086
C -5.481390 1.522181 -4.023115 0.015 0.009 0.014 -0.090
C -6.276465 2.176577 -3.094126 0.038 -0.014 0.033 -0.101
C -6.072764 1.942066 -1.741165 -0.007 0.000 -0.039 -0.084
C -5.086180 1.059224 -1.329691 -0.005 0.015 0.086 -0.105
C -3.993933 -2.268240 -1.253240 0.054 0.101 0.058 -0.348
C -3.932706 -3.514279 -1.872263 0.108 -0.044 -0.007 -0.103
C -4.713548 -4.576359 -1.427756 0.023 0.006 0.016 -0.095
C -5.566719 -4.421209 -0.348114 -0.006 0.009 -0.023 -0.104
C -5.612398 -3.197035 0.306142 0.029 0.004 0.007 -0.089
C -4.823959 -2.146602 -0.132147 -0.045 -0.007 0.019 -0.116
C 1.245996 1.957292 -1.639506 -0.005 0.008 0.016 -0.288
C 1.966302 2.332268 -2.780549 -0.047 -0.006 0.147 -0.098
C 2.863923 3.388193 -2.780027 0.018 0.026 0.016 -0.095
C 3.033830 4.155085 -1.636246 0.041 0.008 -0.037 -0.093
C 2.341119 3.814057 -0.488765 -0.087 -0.020 0.024 -0.110
C 1.503603 2.697921 -0.458857 -0.051 -0.021 -0.081 -0.389
P 0.690283 2.153568 1.107060 0.173 -0.040 0.001 1.065
C -0.333215 3.646743 1.520596 -0.071 -0.130 -0.037 -0.304
C -0.684334 3.940555 2.839053 0.070 0.003 0.035 -0.093
C -1.505551 5.017494 3.137356 0.021 0.024 -0.015 -0.093
C -2.005318 5.819804 2.121788 0.034 -0.012 -0.006 -0.099
C -1.666691 5.538376 0.807401 -0.007 -0.003 0.028 -0.078
C -0.839360 4.463852 0.511915 0.067 0.018 0.002 -0.088
C 1.884266 2.252354 2.515674 -0.113 0.097 0.009 -0.341
C 3.082247 2.954885 2.609156 -0.021 0.039 0.022 -0.078
C 3.836129 2.919326 3.775236 -0.033 0.014 0.020 -0.081
C 3.400127 2.192100 4.873167 -0.038 0.020 -0.014 -0.085
C 2.209199 1.484221 4.794400 -0.021 0.072 0.018 -0.073
C 1.470401 1.504602 3.621422 -0.090 0.053 0.054 -0.127
H -1.113292 3.077963 -2.155983 0.033 0.005 -0.071 0.018
H -2.264122 2.396296 -1.003390 0.047 0.026 -0.046 0.006
H -2.265218 1.862111 -2.677439 0.107 0.090 0.054 0.008
H 0.880607 0.300856 -4.352005 0.110 -0.035 0.012 0.067
H 0.220900 -1.056392 -6.267145 0.009 0.009 0.002 0.096
H -1.859804 -2.415455 -6.167498 -0.004 0.000 0.000 0.094
H -3.277626 -2.289003 -4.175244 -0.032 -0.035 0.057 0.093
H -3.884950 0.143592 -4.351749 0.003 0.011 0.031 0.093
H -5.614179 1.712627 -5.081133 -0.006 -0.007 -0.009 0.097
H -7.034704 2.877399 -3.419890 -0.009 0.004 -0.002 0.094
H -6.665285 2.464214 -1.000485 -0.003 0.007 0.003 0.100
H -4.906638 0.932266 -0.268326 0.037 -0.002 -0.023 0.088
H -3.248433 -3.690554 -2.688961 0.013 0.051 -0.056 0.083
H -4.645047 -5.533156 -1.930916 0.012 -0.005 -0.004 0.097
H -6.174109 -5.249480 -0.006114 -0.001 -0.004 0.007 0.095
H -6.242517 -3.067516 1.177104 -0.011 0.010 0.000 0.100
H -4.825388 -1.218097 0.427370 -0.032 0.007 -0.026 0.091
H 1.816841 1.800541 -3.707280 -0.007 -0.034 -0.076 0.069
H 3.407160 3.639051 -3.684206 -0.003 -0.011 -0.015 0.094
H 3.696031 5.012205 -1.639355 -0.001 0.008 0.000 0.095
H 2.432895 4.442085 0.387456 -0.010 0.013 0.019 0.096
H -0.311595 3.328549 3.650855 0.004 -0.016 0.000 0.100
H -1.764081 5.221405 4.169265 -0.005 -0.009 0.010 0.105
H -2.657395 6.652241 2.354452 0.000 0.007 0.001 0.098
H -2.050130 6.152555 0.002006 0.003 0.000 -0.009 0.101
H -0.577745 4.266772 -0.516591 0.003 -0.005 -0.026 0.082
H 3.463732 3.507175 1.763964 0.023 -0.004 -0.014 0.088
H 4.776599 3.455164 3.819580 0.013 0.003 -0.009 0.106
H 3.996101 2.160833 5.776859 0.005 -0.005 0.009 0.104
H 1.866568 0.893871 5.634903 -0.004 -0.018 -0.008 0.110
H 0.564319 0.910257 3.548356 0.029 -0.008 -0.002 0.086
O 2.032248 -1.534032 -1.274508 0.134 0.000 -0.274 0.034
C 3.190003 -1.426001 -1.618465 -0.073 -0.032 0.159 -0.481
C 4.342690 -2.005279 -0.837685 0.032 0.064 0.024 -0.088
C 4.907723 -3.200605 -1.651567 -0.074 0.004 -0.002 -0.164
C 3.942037 -3.829416 -2.679162 0.025 0.058 -0.003 -0.187
C 3.847242 -3.095873 -4.029544 -0.065 0.013 0.048 -0.180
C 3.054760 -1.788416 -3.969937 0.053 -0.055 0.055 -0.189
N 3.541271 -0.939951 -2.876601 -0.026 0.064 -0.041 0.084
H 3.985329 -2.314419 0.142975 -0.047 0.024 -0.020 0.109
H 5.115278 -1.247937 -0.686681 0.006 -0.006 0.021 0.120
H 5.209073 -3.974207 -0.943924 0.032 0.016 0.009 0.106
H 5.817316 -2.894297 -2.175740 0.002 -0.013 -0.015 0.105
H 2.941141 -3.909708 -2.241934 0.001 -0.056 0.004 0.110
H 4.276427 -4.850882 -2.871336 0.010 0.001 -0.009 0.105
H 3.376816 -3.754240 -4.765501 0.021 0.003 -0.022 0.108
H 4.862145 -2.888584 -4.389277 0.006 -0.027 -0.015 0.108
H 2.001487 -1.988196 -3.781152 -0.024 0.048 -0.012 0.104
H 3.128442 -1.242290 -4.911318 -0.041 0.000 -0.018 0.114
H 4.538917 -0.782307 -2.948300 0.012 -0.079 -0.001 0.129
```
Forces are in eV/Å.

HOMO-LUMO gap (spin up / spin down): 5.4 / 6.2 eV
<S²>: 2.01
E_tot: -5432.82249 hartree
LUMO energy (spin up / spin down): 2.17 / 2.17 eV
ΔE to the lowest compared entry with this formula, charge and spin: 2.67 kcal per mole
HOMO level (spin up / spin down): -3.22 / -4.04 eV
molecular weight: 1173.99 g mol⁻¹
total charge: -1
2S+1: 3

---

Record 3
A 4-piece molecular cluster, C2H10N2O2 overall at a distorted geometry. Source: OMol25; level of theory: ωB97M-V with the def2-TZVPD basis set.

The geometry in XYZ format:
```
16
Properties=species:S:1:pos:R:3:forces:R:3:lowdin_charge:R:1
C -0.218741 -1.401664 -0.869857 1.421 -0.277 -2.158 -0.192
N -0.340608 -0.722173 -2.151543 -1.081 0.929 1.262 -0.018
C 0.160888 1.580081 1.177830 -0.914 -1.427 2.209 -0.026
N -0.515110 0.852942 1.927588 0.311 2.208 -2.908 0.185
H -0.660988 -2.391637 -0.943097 -0.749 0.077 0.534 0.085
H -0.487984 -0.841313 0.040466 -0.463 -0.127 -0.335 0.040
H 0.848419 -1.623764 -0.815599 0.072 0.202 0.691 0.080
H 0.012025 0.277273 -1.936965 0.662 -0.422 -0.815 0.002
H -0.284677 1.962548 0.155960 0.827 0.462 -0.920 0.127
H 1.217589 1.753645 1.359658 0.413 0.190 -0.427 0.127
H 1.035371 2.154273 -1.913699 -0.030 0.212 0.149 0.011
H -1.335021 -0.532868 -2.288418 -0.081 -0.399 -0.430 0.067
O 0.495866 1.570453 -1.362709 -1.063 0.112 1.341 -0.231
H -0.214855 -0.241247 1.837413 1.023 -3.786 0.442 0.039
H -0.211782 -2.128437 2.247228 0.054 0.185 0.080 -0.007
O 0.301692 -1.606205 1.614769 -0.402 1.859 1.286 -0.288
```
Forces are in eV/Å.

HOMO-LUMO gap: 4.5 eV
E_tot: -341.84467 hartree
LUMO energy: -4.26 eV
ΔE to the lowest compared entry with this formula, charge and spin: 219.12 kcal per mole
HOMO level: -8.76 eV
molecular weight: 94.11 g mol⁻¹
total charge: 0
2S+1: 1

---

> Look up the molecular weight of the second one.

1173.99 g mol⁻¹